(1)
Molecular formula: C6H10O
Method: DFT, ωB97M-V/def2-TZVPD

## Properties
frontier orbital gap: 10.6 eV
structure (SMILES): O[C@@H]1C=CCCC1
energy relative to the best compared isomer or geometry (same formula, charge and spin): 6.5 kcal per mole
E: -8430.958 eV

Geometry as ORCA input:
```
! RIJCOSX wB97M-V def2-TZVPD def2/J DEFGRID3
* xyz 0 1
O -1.528 1.507 -0.431
C -1.117 0.185 -0.799
C -1.270 -0.747 0.377
C -0.322 -0.799 1.313
C 0.961 -0.022 1.157
C 1.440 -0.030 -0.305
C 0.321 0.217 -1.344
H -1.562 1.542 0.532
H -1.790 -0.118 -1.610
H -2.209 -1.281 0.500
H -0.458 -1.405 2.208
H 1.744 -0.442 1.798
H 0.807 1.013 1.499
H 2.229 0.720 -0.424
H 1.912 -1.002 -0.505
H 0.436 1.193 -1.828
H 0.405 -0.533 -2.136
*
```

***

(2)
Molecular formula: C4H7N3
Method: DFT, ωB97M-V/def2-TZVPD

## Properties
frontier orbital gap: 9.9 eV
energy relative to the best compared isomer or geometry (same formula, charge and spin): 69.7 kcal per mole
E: -8728.655 eV

Geometry as ORCA input:
```
! RIJCOSX wB97M-V def2-TZVPD def2/J DEFGRID3
* xyz 0 1
C 1.081 0.485 -1.529
C 0.429 0.594 -0.133
N -0.990 0.831 -0.148
C -1.507 -0.118 0.693
N -2.676 -0.259 1.149
C -0.187 -0.777 0.844
N 0.456 -1.734 1.339
H 0.974 1.418 -2.113
H 0.618 -0.311 -2.118
H 2.160 0.295 -1.464
H 0.996 1.351 0.455
H 1.169 -1.125 0.838
H -1.484 1.633 -0.477
H -2.729 -1.087 1.737
*
```

***

(3)
Molecular formula: C18H36O12S3
Method: DFT, ωB97M-V/def2-TZVPD

## Properties
frontier orbital gap (alpha / beta): 7.7 / 3.0 eV
<S²>: 0.758
E: -76312.623 eV

Geometry as ORCA input:
```
! RIJCOSX wB97M-V def2-TZVPD def2/J DEFGRID3
* xyz 1 2
C -1.501 -15.865 -26.259
C -0.457 -16.993 -26.105
C -1.036 -18.393 -26.088
O -0.154 -19.043 -27.020
C 0.528 -18.179 -27.645
O 1.223 -18.462 -28.612
O 0.324 -16.959 -27.245
H -2.027 -15.860 -25.304
H -2.173 -15.982 -27.110
H -1.012 -14.901 -26.395
H 0.112 -16.855 -25.186
H -2.010 -18.477 -26.571
H -1.027 -18.794 -25.074
C -3.257 -21.416 -21.610
C -3.342 -20.705 -20.287
C -3.294 -19.169 -20.251
O -4.376 -18.928 -19.411
C -5.157 -19.969 -19.222
O -6.214 -19.967 -18.593
O -4.618 -21.016 -19.742
H -4.174 -21.222 -22.167
H -3.180 -22.503 -21.591
H -2.444 -21.045 -22.233
H -2.627 -21.054 -19.541
H -3.350 -18.809 -21.278
H -2.363 -18.945 -19.730
C -6.997 -24.608 -23.877
C -6.490 -23.150 -24.186
C -5.902 -23.058 -25.579
O -6.507 -21.840 -26.005
C -7.437 -21.397 -25.089
O -8.086 -20.307 -25.144
O -7.603 -22.320 -24.065
H -7.800 -24.866 -24.567
H -7.582 -24.594 -22.958
H -6.228 -25.376 -23.793
H -5.741 -22.823 -23.466
H -6.317 -23.833 -26.224
H -4.818 -23.176 -25.574
C -5.835 -18.122 -23.168
S -4.419 -17.554 -24.252
O -3.340 -18.563 -23.950
C -5.351 -17.870 -25.863
H -6.068 -19.186 -23.211
H -6.660 -17.456 -23.420
H -5.596 -17.951 -22.119
H -4.684 -18.134 -26.684
H -5.780 -16.948 -26.254
H -6.129 -18.633 -25.845
C -6.493 -14.635 -28.304
S -7.938 -15.765 -28.425
O -7.333 -17.180 -28.328
C -8.578 -15.316 -26.768
H -5.781 -14.902 -27.523
H -6.811 -13.602 -28.162
H -5.913 -14.668 -29.226
H -7.835 -15.066 -26.010
H -9.166 -16.147 -26.377
H -9.301 -14.512 -26.907
C -12.794 -17.147 -23.250
S -11.353 -16.621 -24.455
O -11.263 -15.086 -24.504
C -9.882 -17.234 -23.551
H -12.963 -18.220 -23.333
H -13.692 -16.569 -23.469
H -12.529 -17.062 -22.196
H -9.968 -16.963 -22.499
H -9.020 -16.662 -23.895
H -9.690 -18.296 -23.708
*
```

***

(4)
Molecular formula: C2H2ClNO
Method: DFT, ωB97M-V/def2-TZVPD

## Properties
frontier orbital gap (alpha / beta): 8.3 / 8.3 eV
energy relative to the best compared isomer or geometry (same formula, charge and spin): 173.6 kcal per mole
E: -18157.846 eV

Geometry as ORCA input:
```
! RIJCOSX wB97M-V def2-TZVPD def2/J DEFGRID3
* xyz 0 1
C -0.689 -1.463 -0.076
C 0.068 -0.318 0.013
N -0.180 0.428 -1.040
O -0.508 -0.922 -1.355
Cl 0.977 2.446 1.827
H -0.427 -2.592 0.175
H 0.760 2.420 0.456
*
```